[1]
The following is a quantum chemistry calculation of 5 unconnected molecules or ions with the total composition C18H28Cl18IN4OS, from the Open Molecules 2025 dataset.

Element x y z (Å)
C: 1.9113 1.1559 1.8571
C: 1.1751 2.0749 0.8637
C: -0.0932 1.4724 0.2489
N: 0.1062 1.1026 -1.1798
S: 0.2478 2.3678 -2.3228
C: -0.5071 -0.0707 -1.6178
N: 0.1763 -1.2811 -1.6246
C: 0.1128 -1.9313 -0.2840
C: 0.4000 -3.4245 -0.3349
C: 0.1980 -4.0439 1.0490
C: 1.2046 -3.5671 2.0920
C: 1.1606 -4.3896 3.3883
N: 1.5687 -3.6700 4.5987
C: 1.4794 -1.2817 -2.2600
Cl: 2.7766 -0.4884 -1.2773
C: 1.4482 -0.7074 -3.6664
C: 2.6329 -1.1865 -4.5035
N: -1.7517 -0.0910 -1.9929
I: -2.6049 -1.8259 -2.7071
C: -2.6171 1.0915 -1.9823
C: -3.9690 0.8020 -1.3442
O: -5.0044 0.9682 -1.8677
Cl: -3.8115 0.2052 0.3042
H: 1.4925 0.1476 1.8694
H: 2.9624 1.0528 1.5906
H: 1.8790 1.5518 2.8704
H: 0.9173 3.0161 1.3478
H: 1.8567 2.3266 0.0502
H: -0.9321 2.1695 0.3265
H: -0.3586 0.5560 0.7790
H: 1.5849 2.3069 -2.4504
H: 0.7843 -1.4154 0.4068
H: -0.9112 -1.7994 0.0852
H: -0.3058 -3.8723 -1.0390
H: 1.4226 -3.6106 -0.6701
H: 0.2660 -5.1303 0.9525
H: -0.8195 -3.8147 1.3857
H: 1.0159 -2.5201 2.3599
H: 2.2097 -3.6015 1.6558
H: 1.8214 -5.2536 3.2918
H: 0.1394 -4.7461 3.5448
H: 2.3950 -3.1153 4.3873
H: 0.8487 -2.9856 4.8153
H: 1.7771 -2.3253 -2.3075
H: 1.4777 0.3814 -3.6187
H: 0.5133 -1.0368 -4.1297
H: 2.4488 -1.0040 -5.5608
H: 3.5423 -0.6502 -4.2328
H: 2.8232 -2.2515 -4.3586
H: -2.7839 1.4139 -3.0097
H: -2.1347 1.8973 -1.4320
C: -3.2540 4.0024 -5.4883
Cl: -4.1819 2.9069 -4.4358
Cl: -4.3579 4.9752 -6.4305
Cl: -2.2348 5.0346 -4.4803
Cl: -2.2245 3.0224 -6.5454
C: -1.3073 -2.6953 7.3310
Cl: -1.9137 -4.3166 7.0047
Cl: -2.3632 -1.8845 8.4890
Cl: 0.3282 -2.7743 7.9636
Cl: -1.3013 -1.7595 5.8137
C: 1.7359 1.1050 10.2531
Cl: 2.6945 1.5560 8.8342
Cl: 1.2032 2.5642 11.0873
Cl: 0.3318 0.1695 9.7309
Cl: 2.7224 0.1263 11.3385
C: -1.6069 7.4034 -8.9665
Cl: -1.6344 5.7803 -8.2588
Cl: -0.5739 7.4085 -10.3928
Cl: -3.2511 7.8613 -9.4195
Cl: -0.9832 8.5460 -7.7741

2S+1 = 1
Total charge = +1
LUMO = -4.602 eV

Löwdin charges, unit e, in atom order: C -0.09; C -0.22; C -0.20; N -0.44; S 0.89; C -0.46; N -0.13; C -0.19; C -0.18; C -0.21; C -0.21; C -0.28; N -0.01; C -0.62; Cl 0.70; C -0.27; C -0.09; N -0.36; I 1.16; C -0.25; C -0.86; O 0.09; Cl 0.72; H 0.05; H 0.07; H 0.08; H 0.11; H 0.08; H 0.11; H 0.11; H -0.10; H 0.08; H 0.12; H 0.11; H 0.11; H 0.12; H 0.12; H 0.10; H 0.12; H 0.11; H 0.11; H 0.07; H -0.01; H 0.10; H 0.06; H 0.11; H 0.08; H 0.07; H 0.08; H 0.06; H 0.09; C -2.04; Cl 0.56; Cl 0.56; Cl 0.53; Cl 0.51; C -2.05; Cl 0.54; Cl 0.53; Cl 0.53; Cl 0.50; C -2.06; Cl 0.51; Cl 0.53; Cl 0.49; Cl 0.53; C -2.05; Cl 0.47; Cl 0.54; Cl 0.53; Cl 0.53

[2]
The following is a quantum chemistry calculation of a single C6H13N molecule, from the Open Molecules 2025 dataset.

Element x y z (Å)
C: 1.5220 1.5069 -0.2816
N: 0.4851 0.6446 0.2876
C: -0.8545 1.1779 0.3050
C: -1.7991 -0.0182 0.1503
C: -0.9593 -0.8625 -0.7972
C: 0.4898 -0.6966 -0.3306
C: 0.9735 -1.7725 0.6461
H: 1.2298 1.8676 -1.2725
H: 2.4398 0.9392 -0.1781
H: 1.6688 2.3728 0.3651
H: -0.9697 1.9221 1.0941
H: -1.0605 1.8681 -0.5431
H: -2.8151 0.1591 -0.1676
H: -1.7526 -0.5189 1.1232
H: -1.1739 -1.9336 -0.6813
H: -1.1256 -0.7426 -1.8660
H: 1.1238 -0.7211 -1.2170
H: 0.3003 -1.6254 1.4924
H: 1.9743 -1.4994 0.9784
H: 1.0390 -2.7557 0.1891

2S+1 = 1
Total charge = 0
Energy above the lowest of the compared OMol25 structures with the same formula, charge and spin = 14.3 kcal/mol
LUMO = 1.169 eV
SMILES string = C[C@H]1CCCN1C

Löwdin charges, unit e, in atom order: C -0.08; N -0.20; C -0.22; C -0.15; C -0.17; C -0.39; C -0.05; H 0.09; H 0.08; H 0.08; H 0.11; H 0.11; H 0.11; H 0.11; H 0.11; H 0.11; H 0.13; H 0.08; H 0.07; H 0.08

[3]
The following is a quantum chemistry calculation of 3 unconnected molecules or ions with the total composition C5H8O2, from the Open Molecules 2025 dataset.

Element x y z (Å)
C: -0.1761 1.1710 -0.7334
C: 0.6282 0.0999 -0.1962
O: 1.8025 0.0144 -0.7129
C: 0.2745 -0.4248 1.2126
C: -0.9963 -1.1758 0.7731
C: -0.6685 -0.9898 -0.6947
O: -0.9086 -1.5342 -1.7173
H: 1.2387 2.1228 -0.7039
H: -0.1918 1.2568 -1.8167
H: -1.0424 1.5801 -0.2094
H: 1.8716 1.4983 -0.7840
H: 1.0669 -1.1004 1.5387
H: 0.1243 0.3560 1.9638
H: -1.0934 -2.2232 1.0724
H: -1.9297 -0.6509 1.0080

2S+1 = 1
Total charge = 0
Energy above the lowest of the compared OMol25 structures with the same formula, charge and spin = 120.6 kcal/mol
LUMO = -0.408 eV

Löwdin charges, unit e, in atom order: C 0.07; C -0.69; O -0.07; C -0.08; C -0.08; C -0.27; O 0.17; H 0.12; H 0.10; H 0.10; H 0.14; H 0.12; H 0.12; H 0.12; H 0.13

[4]
The following is a quantum chemistry calculation of a molecular structure, C13H25P2Pm, from the Open Molecules 2025 dataset.

Element x y z (Å)
C: 2.2281 2.3707 -0.9289
C: 2.0417 1.8685 -2.2013
H: 3.0002 1.9719 -0.2554
H: 1.7691 3.3063 -0.5756
H: 1.5002 2.4169 -2.9900
H: 2.6272 1.0259 -2.5989
Pm: 0.0640 1.0448 -0.7830
C: -1.6960 2.8168 -0.2911
C: -0.9595 3.2730 -1.4229
C: -2.1383 1.3877 -2.0484
C: -2.4468 1.6636 -0.6762
H: -0.2730 4.1215 -1.4568
H: -0.8099 2.4498 -3.5219
H: -2.5491 0.5745 -2.6479
C: -1.2281 2.3892 -2.5150
H: -3.1559 1.0998 -0.0534
H: -1.6692 3.2461 0.7081
C: 1.7786 -1.4323 -0.8106
P: 0.2750 -2.3665 -1.3823
C: 0.7622 -3.9726 -0.6032
C: -1.1655 -1.9724 -0.1917
C: -1.0401 -1.6450 1.3198
P: -0.2144 -0.0479 1.8235
C: -1.2589 0.5201 3.2223
C: 1.2623 -0.6799 2.7149
H: 2.5608 -1.8875 -1.4558
H: 2.0189 -1.6720 0.2372
H: 1.9218 -0.3433 -1.0299
H: 1.2301 -3.8173 0.3796
H: -0.1170 -4.6209 -0.4939
H: 1.4873 -4.4720 -1.2678
H: -1.7777 -1.2110 -0.7157
H: -1.7569 -2.9020 -0.2755
H: -2.0586 -1.5931 1.7483
H: -0.5244 -2.4659 1.8462
H: -1.1301 -0.1269 4.1108
H: -0.9613 1.5469 3.4755
H: -2.3167 0.5335 2.9237
H: 2.0776 -0.9003 2.0171
H: 1.0256 -1.5964 3.2653
H: 1.6166 0.0978 3.4010

2S+1 = 5
Total charge = +2
LUMO (spin up / spin down) = -8.576 / -8.440 eV

Löwdin charges, unit e, in atom order: C -0.11; C -0.11; H 0.10; H 0.09; H 0.09; H 0.10; Pm 1.58; C -0.20; C -0.21; C -0.19; C -0.19; H 0.13; H 0.13; H 0.13; C -0.19; H 0.13; H 0.12; C -0.35; P 0.88; C -0.27; C -0.45; C -0.37; P 0.78; C -0.25; C -0.25; H 0.08; H 0.03; H -0.05; H 0.05; H 0.06; H 0.06; H 0.03; H 0.09; H 0.10; H 0.09; H 0.08; H 0.05; H 0.06; H 0.02; H 0.07; H 0.06

[5]
The following is a quantum chemistry calculation of 2 unconnected molecules or ions with the total composition C2H4BrNO2, from the Open Molecules 2025 dataset.

Element x y z (Å)
C: 0.4222 0.3969 0.6393
C: -1.3389 -0.2211 -0.3924
N: 1.4871 -0.2247 -0.1849
O: 1.7418 -1.4364 -0.2186
O: 2.2879 0.5813 -0.6574
Br: -2.5872 1.0712 0.1007
H: 0.0934 -0.1554 1.4767
H: 0.5948 1.4144 0.7376
H: -1.6286 -1.2330 -0.0558
H: -1.0725 -0.1931 -1.4452

2S+1 = 1
Total charge = 0
Energy above the lowest of the compared OMol25 structures with the same formula, charge and spin = 119.6 kcal/mol
LUMO = -0.704 eV

Löwdin charges, unit e, in atom order: C 0.04; C -0.54; N -0.43; O 0.04; O 0.04; Br 0.64; H 0.07; H 0.07; H 0.04; H 0.02

[6]
The following is a quantum chemistry calculation of 4 unconnected molecules or ions with the total composition C2H9NO5, from the Open Molecules 2025 dataset.

Element x y z (Å)
O: -1.5526 2.4896 2.8052
C: -1.8473 3.3745 2.0178
N: -2.9539 3.2514 1.2004
C: -3.6334 1.9400 1.1408
O: -4.0012 1.4190 2.1427
H: -1.2148 4.3215 1.9857
H: -3.4632 4.0514 0.7514
H: -3.8923 1.7221 0.1501
H: 3.0729 -0.0922 0.4772
H: 4.3756 -0.5188 -0.1079
O: 3.9935 0.1585 0.3451
H: 2.7969 -2.1068 -4.0079
H: 1.9992 -2.1573 -2.8037
O: 2.7719 -1.7492 -3.1096
H: 1.9342 -5.2225 -1.0479
H: 0.5936 -5.8546 -0.8974
O: 1.0211 -5.0267 -1.0420

2S+1 = 1
Total charge = 0
Energy above the lowest of the compared OMol25 structures with the same formula, charge and spin = 42.7 kcal/mol
LUMO = 0.550 eV
SMILES string = O=CNC=O.O.O.O

Löwdin charges, unit e, in atom order: O 0.02; C -0.34; N 0.05; C -0.25; O 0.12; H 0.14; H 0.15; H 0.11; H 0.04; H -0.03; O -0.02; H 0.04; H -0.01; O -0.04; H 0.01; H 0.02; O -0.03